Entry from the Open Molecules 2025 dataset: an isolated ion of composition CH2F3N2 and charge +1 (wB97M-V/def2-TZVPD).

Each line ends with the Löwdin charge.
Cartesian coordinates (Å):
C 0.3033 -0.0844 -1.7183  -0.204
N 0.6240 0.3586 -0.2476  0.198
N -0.4736 0.5356 -2.5008  0.194
F 0.9671 -1.1970 -2.0511  0.195
F 1.2592 -0.6430 0.4473  0.090
F -1.0778 1.6537 -2.0325  0.031
H 1.1830 1.2507 -0.0141  0.252
H -0.1544 0.6667 0.4239  0.244

Computed properties:
Gap between HOMO and LUMO, hartree: 0.4556
HOMO level, eV: -17.768
Structure (SMILES): F/N=C(/F)[NH2+]F
ΔE to the lowest compared entry with this formula, charge and spin, kJ/mol: 157.0
E_LUMO, eV: -5.4
Net charge: +1
Calculated total energy, eV: -12187.7392

Entry from the Open Molecules 2025 dataset: C22H25FN6O5PdSe as an isolated structure (wB97M-V/def2-TZVPD).

Each line ends with the Löwdin charge.
Cartesian coordinates (Å):
Pd -1.2643 1.8333 -4.0033  0.901
F -3.0398 -0.0668 2.4786  0.083
C -1.9695 -0.4924 1.7843  -0.178
C -1.7760 0.0128 0.5366  0.102
C -0.7040 -0.4304 -0.2478  -0.048
C -0.5194 0.0837 -1.5832  -0.254
O -1.3197 0.9247 -2.0795  -0.072
C 0.5913 -0.4407 -2.2840  -0.135
C 1.4029 -1.3893 -1.7399  0.089
N 1.2338 -1.8445 -0.4846  0.026
C 2.1255 -2.8806 0.0119  -0.250
C 3.0996 -2.5403 1.1033  -0.084
C 3.5868 -2.7794 -0.2931  -0.065
C 0.1710 -1.3933 0.2818  -0.100
C -0.0425 -1.8829 1.5773  0.069
C -1.1107 -1.4605 2.3524  -0.119
N -1.2853 -1.9802 3.6457  -0.081
C -2.2290 -1.3848 4.5964  -0.121
C -2.0370 -2.0476 5.9638  -0.073
N -0.6012 -2.4607 6.1024  0.069
C -0.2677 -3.5863 5.1484  -0.062
C -1.1077 -3.4059 3.8839  -0.123
C 1.9666 0.5935 -3.9026  -0.516
O 3.0157 0.1997 -3.5159  0.207
O 1.7989 1.5783 -4.8012  0.046
H -2.4695 0.7410 0.1377  0.149
H 2.2264 -1.8012 -2.3016  0.155
H 1.6694 -3.8628 0.0083  0.161
H 3.2937 -3.2907 1.8569  0.109
H 3.1068 -1.5156 1.4503  0.119
H 4.1031 -3.7015 -0.5147  0.120
H 3.9370 -1.9172 -0.8442  0.116
H 0.6646 -2.5898 1.9845  0.108
H -3.2756 -1.5073 4.3105  0.138
H -2.0278 -0.3176 4.6729  0.138
H -2.6292 -2.9531 6.0777  0.140
H -2.2910 -1.3658 6.7715  0.145
H -0.3959 -2.7381 7.0627  0.190
H -0.0075 -1.6582 5.8873  0.187
H -0.4790 -4.5273 5.6522  0.143
H 0.7982 -3.5197 4.9419  0.137
H -2.0787 -3.9019 3.9896  0.141
H -0.6066 -3.8855 3.0492  0.128
C 0.2094 5.8390 -3.1026  0.003
C -0.0109 4.4285 -3.5495  -0.262
N -1.2484 3.9006 -3.5914  -0.116
O -2.1829 4.4321 -2.7517  -0.012
C 1.0464 3.6370 -4.0383  -0.258
C 2.4445 4.1685 -4.1012  0.009
N 0.6972 2.4278 -4.5221  -0.035
O 0.7564 0.0515 -3.5623  0.059
H -0.7156 6.2730 -2.7389  0.084
H 0.5833 6.4446 -3.9302  0.101
H 0.9537 5.8791 -2.3061  0.099
H -3.0265 4.3947 -3.2441  0.064
H 2.4541 5.1244 -4.6262  0.099
H 3.1071 3.4816 -4.6157  0.088
H 2.8366 4.3468 -3.0983  0.102
Se -2.9188 1.0239 -5.6446  0.795
C -3.8918 2.3953 -4.9237  -0.748
N -4.3504 3.3042 -4.3774  0.097

Computed properties:
Gap between HOMO and LUMO (alpha / beta), hartree: 0.2251 / 0.2176
HOMO level (alpha / beta), eV: -11.594 / -13.814
E_LUMO (alpha / beta), eV: -5.5 / -7.9
Net charge: +2
Calculated total energy, eV: -113919.9900
2S+1: 5

Entry from the Open Molecules 2025 dataset: C23H39N3O11P2S as an isolated structure (wB97M-V/def2-TZVPD).

Each line ends with the Löwdin charge.
Cartesian coordinates (Å):
O 0.6489 1.8524 1.1427  0.183
C -0.4429 1.9048 0.7352  -0.268
N -1.4675 1.9890 0.0407  0.177
C -2.0378 3.3163 0.0771  -0.191
C -3.1777 3.5391 0.8321  0.048
C -3.7365 4.8553 0.8899  -0.342
N -4.8231 5.2178 1.6183  -0.230
S -4.9794 6.8056 1.3490  0.987
N -3.7715 7.1771 0.2995  -0.213
C -3.1626 5.9798 0.1497  -0.372
C -2.0006 5.7176 -0.6614  0.019
C -1.4682 4.4519 -0.6812  -0.157
C -0.2021 4.1773 -1.5050  -0.136
C 1.1026 4.8128 -0.9285  -0.146
C 1.2105 4.8216 0.6290  -0.096
C 1.3092 6.2628 1.2107  -0.482
O 2.2764 6.9025 0.9149  0.127
O 0.3378 6.7403 2.0643  0.075
H -3.5827 2.6654 1.3600  0.130
H -1.5305 6.5065 -1.2605  0.136
H -0.1346 3.0854 -1.6788  0.105
H -0.3427 4.6125 -2.5179  0.123
H 1.9687 4.2714 -1.3477  0.117
H 1.1553 5.8582 -1.2799  0.113
H 2.1483 4.3130 0.9183  0.124
H 0.3883 4.3148 1.1603  0.092
H -0.4681 6.9626 1.5731  0.105
O -3.0897 -0.2834 -3.7729  -0.212
P -2.6108 -1.6978 -3.6047  0.658
O -0.9875 -1.4263 -3.4638  -0.221
C -0.5356 -0.5969 -2.3943  -0.288
C -0.4378 -1.3786 -1.0976  -0.069
O -2.7344 -2.1450 -5.1894  -0.244
C -3.7017 -1.5396 -6.0486  -0.289
C -3.0473 -0.4872 -6.9217  -0.077
O -2.4692 -3.2920 -3.1868  -0.238
C -1.5691 -4.1836 -3.8600  -0.265
C -0.3135 -4.4355 -3.0497  -0.076
H -1.1937 0.2656 -2.2664  0.088
H 0.4479 -0.2126 -2.6723  0.121
H -1.3831 -1.8728 -0.8591  0.079
H -0.1723 -0.7172 -0.2705  0.057
H 0.3235 -2.1555 -1.1742  0.070
H -4.5291 -1.1207 -5.4763  0.103
H -4.1157 -2.3290 -6.6792  0.116
H -2.4611 0.2186 -6.3315  0.073
H -3.7950 0.0716 -7.4876  0.077
H -2.3552 -0.9529 -7.6263  0.075
H -1.3047 -3.8420 -4.8571  0.113
H -2.1113 -5.1241 -3.9761  0.122
H 0.3725 -3.5923 -3.1153  0.063
H 0.2129 -5.3125 -3.4319  0.080
H -0.5484 -4.5909 -1.9951  0.078
O 3.0574 -1.3956 5.2491  -0.210
P 2.2980 -2.4500 4.4949  0.657
O 3.5615 -3.3308 3.8988  -0.223
C 4.4725 -3.9166 4.8290  -0.287
C 3.9356 -5.2224 5.3896  -0.079
O 1.8990 -1.5205 3.1901  -0.242
C 1.7356 -0.1063 3.3157  -0.288
C 2.9727 0.6096 2.8099  -0.077
O 1.1766 -3.5682 4.0132  -0.238
C 1.0982 -4.0404 2.6609  -0.268
C 1.7164 -5.4152 2.5063  -0.075
H 4.6946 -3.2207 5.6408  0.104
H 5.4064 -4.0988 4.2949  0.119
H 2.9428 -5.0858 5.8258  0.074
H 4.6056 -5.6140 6.1569  0.078
H 3.8428 -5.9718 4.6031  0.067
H 1.5041 0.1744 4.3434  0.108
H 0.8793 0.1778 2.7081  0.084
H 3.8810 0.2134 3.2657  0.076
H 2.9191 1.6798 3.0176  0.076
H 3.0804 0.4705 1.7321  0.073
H 1.5430 -3.3515 1.9474  0.110
H 0.0332 -4.1017 2.4270  0.121
H 2.8037 -5.3576 2.4899  0.064
H 1.4010 -5.8673 1.5636  0.078
H 1.4314 -6.0714 3.3304  0.081

Computed properties:
Gap between HOMO and LUMO, hartree: 0.3104
HOMO level, eV: -9.477
E_LUMO, eV: -1.0
Calculated total energy, eV: -80888.3256

Entry from the Open Molecules 2025 dataset: an isolated molecule of C2H4O2 (wB97M-V/def2-TZVPD).

Each line ends with the Löwdin charge.
Cartesian coordinates (Å):
O -1.3337 0.8594 0.6288  0.104
C -0.4674 0.3339 -0.0103  -0.568
O -0.1976 0.7865 -1.2774  0.066
C 0.6444 -0.5334 0.5387  0.014
H -1.0880 0.9682 -1.6304  0.121
H 1.0511 -1.1220 -0.2903  0.081
H -0.0346 -1.2713 0.9628  0.090
H 1.4258 -0.0213 1.0781  0.092

Computed properties:
Gap between HOMO and LUMO, hartree: 0.4188
HOMO level, eV: -10.667
Structure (SMILES): CC(=O)O
ΔE to the lowest compared entry with this formula, charge and spin, kJ/mol: 68.4
E_LUMO, eV: 0.7
Calculated total energy, eV: -6233.5986

Entry from the Open Molecules 2025 dataset: C2H2Cl4 as an isolated structure (wB97M-V/def2-TZVPD).

Each line ends with the Löwdin charge.
Cartesian coordinates (Å):
C 0.5114 -0.1319 0.6539  -0.664
C -0.5110 0.1409 -0.4764  -1.702
H 0.2673 -0.8588 1.3683  0.052
H 0.6009 0.7360 1.2363  0.045
Cl 2.0850 -0.3588 -0.2297  0.525
Cl -0.8038 -1.1271 -1.6962  0.535
Cl -0.0763 1.5908 -1.2487  0.653
Cl -2.0735 0.0089 0.3926  0.557

Computed properties:
Gap between HOMO and LUMO, hartree: 0.4194
HOMO level, eV: -10.815
ΔE to the lowest compared entry with this formula, charge and spin, kJ/mol: 31.3
E_LUMO, eV: 0.6
Calculated total energy, eV: -52195.5410

Entry from the Open Molecules 2025 dataset: a 3-piece molecular cluster, C19H28B2N4O4 overall (wB97M-V/def2-TZVPD).

Each line ends with the Löwdin charge.
Cartesian coordinates (Å):
C 0.2177 -2.2918 -1.2958  0.016
B 1.4240 -3.1548 -0.8672  -0.449
O 1.7025 -4.4264 -1.2200  0.213
N 2.4496 -2.4362 0.0698  0.096
C 2.9659 -1.2714 -0.3590  0.037
C 3.8744 -0.5836 0.4226  0.065
C 4.2394 -1.0948 1.6646  -0.139
C 5.2085 -0.3197 2.4955  -0.134
C 6.5704 -0.5796 2.3907  0.076
C 7.4537 0.1714 3.1456  0.073
N 6.9712 1.1202 3.9523  -0.043
O 7.8766 1.8562 4.6808  0.154
B 8.2058 3.0800 3.9277  -0.701
O 9.2639 3.0802 3.0781  0.241
O 7.4134 4.1613 4.0848  0.246
C 5.6672 1.3810 4.1035  0.079
C 4.7470 0.6575 3.3674  0.080
C 3.6857 -2.2926 2.0934  0.068
C 2.7886 -2.9396 1.2603  0.039
H 0.5908 -1.6210 -2.0741  0.056
H -0.1075 -1.6390 -0.4893  0.085
H -0.6106 -2.8818 -1.6662  0.090
H 1.9584 -4.4884 -2.1513  0.148
H 2.6602 -0.8642 -1.3094  0.154
H 4.2906 0.3430 0.0630  0.144
H 6.9380 -1.3498 1.7344  0.147
H 8.5170 0.0023 3.0950  0.173
H 9.0298 2.8586 2.1694  0.132
H 7.2690 4.4244 5.0040  0.143
H 5.4082 2.1528 4.8067  0.168
H 3.6991 0.8868 3.4725  0.149
H 3.9470 -2.7072 3.0527  0.144
H 2.3676 -3.8843 1.5688  0.161
C -3.9861 0.3279 -1.0762  -0.131
C -3.9634 0.6983 -2.5524  -0.250
C -2.9016 -0.0768 -3.3451  -0.174
C -1.5618 0.2011 -2.8260  -0.223
N -0.5247 0.4449 -2.4066  0.142
H -3.0357 0.5727 -0.5925  0.066
H -4.7632 0.8719 -0.5595  0.029
H -4.1768 -0.7388 -0.9409  0.077
H -3.7838 1.7696 -2.6565  0.117
H -4.9418 0.4950 -2.9903  0.102
H -2.9237 0.2008 -4.3995  0.123
H -3.0848 -1.1508 -3.2766  0.121
C -10.0232 1.9254 -1.9279  -0.106
C -9.2399 1.1506 -2.9813  -0.259
C -8.6235 -0.1435 -2.4344  -0.183
C -7.6840 0.1394 -1.3464  -0.210
N -6.9486 0.3762 -0.5015  0.165
H -9.3793 2.2488 -1.1089  0.071
H -10.4686 2.8180 -2.3652  0.076
H -10.8275 1.3177 -1.5103  0.080
H -8.4503 1.7868 -3.3864  0.109
H -9.9014 0.8956 -3.8102  0.110
H -8.0875 -0.6739 -3.2224  0.115
H -9.4018 -0.8064 -2.0539  0.123

Computed properties:
Gap between HOMO and LUMO, hartree: 0.2653
HOMO level, eV: -14.312
E_LUMO, eV: -7.1
Net charge: +2
Calculated total energy, eV: -35648.4782